1.
DFT (wB97M-V/def2-TZVPD) results for 10 unconnected molecules or ions with the total composition C44H70F4N2O21S in a non-equilibrium geometry.

Calculated values
Structure (SMILES): NCCCCN(CCOCC(F)(F)F)S(=O)(=O)F.O=C1CCCO1.O=C1CCCO1.O=C1CCCO1.O=C1CCCO1.O=C1CCCO1.O=C1CCCO1.O=C1CCCO1.O=C1CCCO1.O=C1CCCO1
Energy (a.u.): -4205.91048
Frontier orbital gap (Eh): 0.3369

The geometry in XYZ format:
```
142
C44H70F4N2O21S wB97M-V/def2-TZVPD
N -2.2366 5.1508 -0.4034
C -2.9311 3.9001 -0.1165
C -2.8757 2.9635 -1.2968
C -3.3200 1.5571 -0.9302
C -2.3537 0.9697 0.0704
N -2.2301 -0.5240 0.1466
C -1.2175 -0.8198 1.1995
C -0.3688 -2.0331 0.9051
O 0.6716 -2.1447 1.8766
C 1.7762 -1.3127 1.6586
C 1.7739 -0.0624 2.5402
F 0.9930 -0.2064 3.6268
F 1.2923 1.0223 1.8613
F 3.0182 0.2770 2.9420
S -3.6995 -1.1562 0.4799
O -4.4016 -1.4068 -0.7176
O -4.3375 -0.5175 1.5590
F -3.2435 -2.5350 0.9937
H -1.2606 5.0193 -0.1580
H -2.5847 5.8701 0.2188
H -3.9752 4.1124 0.1047
H -2.5127 3.4201 0.7704
H -1.8567 2.9349 -1.6812
H -3.5079 3.3728 -2.0762
H -3.3356 0.9322 -1.8175
H -4.3278 1.5892 -0.5234
H -1.3523 1.2718 -0.2246
H -2.5357 1.3372 1.0753
H -0.5817 0.0522 1.1990
H -1.6557 -0.8940 2.1934
H -0.9422 -2.9477 0.9587
H 0.0581 -1.9699 -0.0913
H 1.8041 -0.9609 0.6285
H 2.6952 -1.8544 1.8585
O 0.5546 4.3667 1.0732
C 1.3421 4.6093 1.9447
C 1.7964 3.7206 3.0890
C 2.4485 4.7049 4.0595
C 2.9257 5.7971 3.1047
O 1.9720 5.7979 2.0213
H 2.5101 2.9988 2.6873
H 0.9499 3.1750 3.4948
H 3.2481 4.2793 4.6604
H 1.6946 5.1106 4.7351
H 3.9096 5.5798 2.6856
H 2.9357 6.7953 3.5328
O 6.0056 3.3554 2.9715
C 6.5024 2.3652 3.4246
C 5.8353 1.0622 3.8288
C 6.8999 0.3800 4.6893
C 8.1848 0.9539 4.0957
O 7.8344 2.2754 3.6438
H 5.6178 0.5070 2.9149
H 4.9019 1.2679 4.3439
H 6.8761 -0.7062 4.6688
H 6.8008 0.6988 5.7273
H 8.5396 0.3753 3.2411
H 8.9917 1.0448 4.8184
O -5.3734 5.4360 -2.5225
C -4.5721 6.0431 -3.1706
C -4.6332 7.4846 -3.6489
C -3.5480 7.5389 -4.7255
C -2.5849 6.4556 -4.2381
O -3.4133 5.4887 -3.5791
H -4.4007 8.1235 -2.7952
H -5.6346 7.7188 -3.9978
H -3.0693 8.5090 -4.8357
H -3.9681 7.2540 -5.6903
H -1.8673 6.8335 -3.5074
H -2.0493 5.9459 -5.0346
O 1.3023 -4.1131 -2.6391
C 0.1107 -4.0332 -2.7349
C -0.8566 -4.9186 -3.4931
C -2.1247 -4.0675 -3.5647
C -2.0008 -3.2140 -2.3054
O -0.5775 -3.0490 -2.1115
H -1.0025 -5.8318 -2.9121
H -0.4483 -5.1772 -4.4651
H -3.0464 -4.6406 -3.6078
H -2.0832 -3.4344 -4.4479
H -2.4071 -3.7108 -1.4216
H -2.4442 -2.2279 -2.3884
O 9.6318 0.7234 7.8915
C 9.7766 1.9066 7.9835
C 8.9378 3.0097 7.3661
C 9.8412 4.2383 7.4700
C 10.6734 3.8935 8.7054
O 10.7832 2.4579 8.6973
H 8.0262 3.1151 7.9566
H 8.6723 2.7434 6.3463
H 9.3111 5.1825 7.5628
H 10.4887 4.2969 6.5952
H 10.1811 4.1916 9.6330
H 11.6806 4.3000 8.6930
O -4.6002 -4.6523 6.6436
C -3.9991 -3.9802 5.8616
C -2.6581 -4.2564 5.1988
C -2.2442 -2.8863 4.6629
C -3.6061 -2.2309 4.4259
O -4.4740 -2.7878 5.4257
H -2.8267 -4.9820 4.4009
H -1.9729 -4.6914 5.9204
H -1.6236 -2.9177 3.7684
H -1.6981 -2.3367 5.4301
H -4.0133 -2.4741 3.4442
H -3.5976 -1.1509 4.5462
O -2.8328 -5.1739 -6.6885
C -2.0607 -4.4988 -7.3027
C -2.0254 -4.1682 -8.7840
C -0.6012 -3.6465 -8.9817
C -0.2784 -3.0707 -7.6095
O -1.0118 -3.8985 -6.6834
H -2.7853 -3.4090 -8.9783
H -2.2700 -5.0554 -9.3607
H -0.4903 -2.9188 -9.7810
H 0.0749 -4.4732 -9.1930
H -0.6183 -2.0405 -7.4891
H 0.7757 -3.1291 -7.3518
O 2.5808 -4.4151 -9.3653
C 2.7213 -5.3557 -8.6387
C 3.1876 -5.3836 -7.1927
C 3.5318 -6.8557 -6.9673
C 2.5862 -7.5431 -7.9510
O 2.4341 -6.6136 -9.0407
H 2.3559 -5.0547 -6.5653
H 4.0144 -4.6929 -7.0561
H 3.3963 -7.1977 -5.9447
H 4.5659 -7.0430 -7.2567
H 1.5999 -7.7217 -7.5186
H 2.9663 -8.4736 -8.3626
O -10.5065 -0.8586 -0.3709
C -9.5439 -0.6534 0.3063
C -8.7838 -1.6192 1.2007
C -7.9610 -0.6904 2.0932
C -7.7735 0.5171 1.1813
O -8.9580 0.5640 0.3666
H -8.1575 -2.2406 0.5576
H -9.4826 -2.2611 1.7291
H -7.0157 -1.1073 2.4323
H -8.5444 -0.4081 2.9701
H -6.9075 0.4054 0.5262
H -7.6904 1.4577 1.7194
```

=====

2.
DFT (wB97M-V/def2-TZVPD) results for a molecular structure, C26H23Cl2F6N4O13P2S2Ti.

Calculated values
Charge: +1
Energy (a.u.): -6050.05008
Frontier orbital gap (Eh): 0.2367

The geometry in XYZ format:
```
79
C26H23Cl2F6N4O13P2S2Ti wB97M-V/def2-TZVPD
Ti 0.0429 -0.0198 0.2854
C 4.7046 0.7841 -1.4209
O 4.2156 -0.5743 -1.6410
C 2.9384 -0.5391 -1.2950
N 2.4099 0.5290 -0.8638
C 3.4778 1.5597 -0.8665
C 3.1734 2.7576 -1.7274
C 3.6903 3.9944 -1.3624
C 3.5162 5.0935 -2.1880
C 2.8164 4.9640 -3.3807
C 2.2952 3.7314 -3.7431
C 2.4787 2.6281 -2.9212
C 2.1489 -1.7653 -1.4669
C 2.5879 -2.8681 -2.1812
C 1.7040 -3.9129 -2.3994
C 0.4009 -3.8097 -1.9313
C 0.0669 -2.6781 -1.2166
N 0.9246 -1.6914 -0.9505
C -1.2793 -2.4017 -0.7047
N -1.5957 -1.2882 -0.1438
C -3.0055 -1.4738 0.3912
C -3.4363 -2.7255 -0.3825
O -2.1832 -3.3348 -0.8159
C -3.9570 -0.2995 0.2924
C -5.1886 -0.4113 -0.3440
C -6.0774 0.6562 -0.3669
C -5.7535 1.8482 0.2546
C -4.5425 1.9566 0.9233
C -3.6624 0.8914 0.9479
H 5.0213 1.1689 -2.3866
H 5.5501 0.7329 -0.7395
H 3.6289 1.8810 0.1609
H 4.2132 4.1036 -0.4195
H 3.9179 6.0546 -1.8958
H 2.6749 5.8230 -4.0227
H 1.7426 3.6273 -4.6681
H 2.0630 1.6669 -3.2056
H 3.5982 -2.8808 -2.5639
H 2.0181 -4.7890 -2.9500
H -0.3383 -4.5780 -2.1043
H -2.8690 -1.7392 1.4369
H -3.9864 -2.5021 -1.2918
H -3.9626 -3.4506 0.2297
H -5.4963 -1.3264 -0.8279
H -7.0281 0.5457 -0.8709
H -6.4449 2.6796 0.2352
H -4.2953 2.8759 1.4404
H -2.7396 0.9867 1.4987
O -0.9152 3.9448 1.6056
P -0.2473 2.9434 0.6105
O 1.1855 3.1172 0.4486
O -0.5897 1.4604 1.1308
O -1.1715 3.0474 -0.6986
P -1.3478 1.8744 -1.8086
O -0.7203 2.4903 -3.1124
O -2.7116 1.3889 -1.9477
O -0.2644 0.8422 -1.3124
H -1.8773 3.9072 1.6837
H -1.3941 2.6407 -3.7893
Cl 2.5703 0.3891 2.0475
C 3.5291 -0.9539 2.6996
Cl 4.1726 -1.9855 1.4209
H 2.8858 -1.5398 3.3475
H 4.3514 -0.5043 3.2423
F -2.9634 -1.0069 3.2500
C -2.0244 -0.4438 3.9966
F -2.2155 -0.7549 5.2639
F -2.0695 0.8759 3.8419
S -0.3102 -1.0351 3.5564
O -0.2437 -0.9987 2.0417
O 0.5271 -0.1320 4.2635
N -0.1773 -2.4843 4.0595
S -0.6378 -3.7901 3.2479
O -0.8782 -4.8508 4.1585
O -1.5713 -3.4954 2.1946
C 0.9428 -4.2720 2.3577
F 0.7927 -4.0879 1.0348
F 1.9790 -3.5261 2.7492
F 1.2150 -5.5412 2.5794
```

=====

3.
DFT (wB97M-V/def2-TZVPD) results for a gas-phase ion, CH3O3S2 (charge -1) in a non-equilibrium geometry.

Calculated values
Charge: -1
Energy (a.u.): -1061.89770
Frontier orbital gap (spin up / spin down) (Eh): 0.1522 / 0.2368
Spin multiplicity: 3

The geometry in XYZ format:
```
9
CH3O3S2 wB97M-V/def2-TZVPD
C -1.3516 0.2703 -0.0235
O 0.9795 -0.8784 -1.1817
O 1.0654 -0.8768 1.2562
O 2.7290 0.3109 0.0225
S 0.0155 1.4680 -0.0366
S 1.3528 -0.1889 0.0613
H -1.8342 0.0861 0.9254
H -0.8107 -0.5395 -0.2783
H -2.1457 0.3483 -0.7453
```

=====

4.
DFT (wB97M-V/def2-TZVPD) results for 2 unconnected molecules or ions with the total composition C4H11N2O2 in a non-equilibrium geometry.

Calculated values
Energy (a.u.): -418.87585
Frontier orbital gap (spin up / spin down) (Eh): 0.1474 / 0.3614
Spin multiplicity: 2

The geometry in XYZ format:
```
19
C4H11N2O2 wB97M-V/def2-TZVPD
C -1.1521 0.8436 -0.7946
C -0.9233 0.0283 -1.8281
N 0.3629 -0.6944 -1.9082
N -2.2048 1.7370 -0.7050
H -0.4249 1.0085 -0.0102
H -1.6367 -0.1582 -2.6086
H 0.8031 -0.5196 -2.8398
H 1.0621 -0.3777 -1.2006
H 0.2372 -1.7272 -1.7818
H -2.8896 1.6253 -1.4346
H -2.5994 1.8521 0.2132
O 1.7252 1.0819 2.3602
C 1.4351 0.0699 1.7977
O 1.8349 -0.1745 0.5114
C 0.6166 -1.0425 2.3549
H 2.5089 0.5012 0.3007
H 0.2045 -1.6909 1.5882
H -0.1812 -0.6743 2.9946
H 1.2217 -1.6886 2.9906
```